104
Properties=species:S:1:pos:R:3 method="wB97M-V/def2-TZVPD" total_charge=-2 homo_lumo_gap_ev=5.7 e_lumo_ev=3.691
Ba -0.232 0.420 -0.883
Cl -5.792 -1.310 4.468
C -4.639 -0.696 3.305
C -4.445 0.663 3.213
C -3.510 1.153 2.326
I -3.195 3.240 2.228
C -2.692 0.362 1.488
O -1.804 0.823 0.745
C -2.974 -1.067 1.571
N -2.288 -1.855 0.747
C -2.491 -3.146 0.758
C -3.400 -3.768 1.626
C -4.120 -2.988 2.490
C -3.937 -1.590 2.486
H -5.016 1.337 3.834
H -1.918 -3.723 0.044
H -3.530 -4.843 1.605
H -4.843 -3.423 3.169
S 1.850 -4.320 0.837
C 2.338 -3.266 2.121
C 3.077 -3.564 3.252
C 3.353 -2.542 4.143
C 2.898 -1.248 3.896
C 2.166 -0.947 2.766
C 1.872 -1.955 1.853
N 1.183 -1.819 0.695
C 1.070 -2.898 0.020
C 0.430 -3.105 -1.243
C 0.543 -4.379 -1.822
C -0.054 -4.667 -3.023
C -0.781 -3.665 -3.652
C -0.877 -2.414 -3.074
C -0.291 -2.049 -1.852
H 3.433 -4.571 3.419
H 3.930 -2.756 5.033
H 3.131 -0.465 4.605
H 1.810 0.045 2.558
H 1.115 -5.149 -1.317
H 0.045 -5.650 -3.468
H -1.267 -3.878 -4.597
H -1.458 -1.671 -3.604
Br -1.383 5.058 -3.389
C -2.499 3.530 -3.631
C -3.501 3.597 -4.576
C -4.329 2.517 -4.772
Br -5.705 2.662 -6.101
C -4.191 1.340 -4.025
C -4.983 0.185 -4.173
C -4.740 -0.906 -3.381
C -3.729 -0.832 -2.412
N -2.973 0.224 -2.264
C -3.157 1.287 -3.042
C -2.230 2.396 -2.826
O -1.287 2.323 -2.018
H -3.624 4.498 -5.160
H -5.773 0.168 -4.915
H -5.316 -1.813 -3.503
H -3.528 -1.660 -1.746
C 0.729 1.099 -4.527
C 1.840 1.082 -3.454
O 1.520 0.538 -2.300
C 3.044 0.327 -4.098
F 2.698 -0.898 -4.520
F 4.081 0.148 -3.265
F 3.575 0.938 -5.189
C 2.307 2.565 -3.258
F 3.560 2.676 -2.756
F 1.530 3.228 -2.412
F 2.337 3.300 -4.397
H 0.331 0.091 -4.597
H 1.113 1.425 -5.490
H -0.051 1.768 -4.188
C 5.319 1.893 0.062
C 4.655 0.530 -0.109
N 3.231 0.686 -0.030
C 2.661 1.641 0.747
N 1.386 1.767 0.708
C 0.726 2.748 1.527
C 1.500 3.034 2.809
C 2.926 3.390 2.423
N 3.491 2.325 1.627
C 4.920 2.419 1.430
H 4.935 2.562 -0.707
H 6.404 1.824 -0.019
H 4.998 -0.147 0.691
H 4.912 0.081 -1.066
H 2.656 0.459 -0.839
H -0.261 2.355 1.759
H 0.588 3.672 0.952
H 1.511 2.138 3.432
H 1.030 3.843 3.368
H 3.551 3.514 3.320
H 2.938 4.341 1.864
H 5.432 1.846 2.220
H 5.223 3.471 1.533
C -1.122 0.588 5.716
S -0.717 -0.132 4.091
C -0.887 -1.892 4.472
H -2.077 0.207 6.062
H -1.183 1.660 5.556
H -0.341 0.358 6.438
H -0.114 -2.193 5.174
H -0.764 -2.421 3.532
H -1.878 -2.084 4.875



100
Properties=species:S:1:pos:R:3 method="wB97M-V/def2-TZVPD" total_charge=0 homo_lumo_gap_ev=3.3 e_lumo_ev=-3.381
Ba -0.110 -0.446 -0.107
C 0.822 -3.453 2.822
C 1.437 -3.207 1.464
C 2.588 -2.416 1.340
C 3.297 -1.911 2.575
C 3.143 -2.164 0.073
C 4.370 -1.301 -0.061
C 2.551 -2.741 -1.057
C 3.184 -2.614 -2.419
C 1.401 -3.525 -0.934
C 0.752 -4.080 -2.179
C 0.866 -3.792 0.324
C -0.295 -4.750 0.456
H 1.247 -4.332 3.315
H -0.251 -3.617 2.746
H 0.974 -2.607 3.491
H 3.033 -0.879 2.819
H 4.375 -1.927 2.434
H 3.078 -2.528 3.443
H 5.270 -1.918 -0.155
H 4.497 -0.635 0.787
H 4.313 -0.635 -0.917
H 2.551 -2.060 -3.112
H 3.333 -3.604 -2.855
H 4.144 -2.117 -2.374
H 1.155 -5.062 -2.446
H 0.910 -3.428 -3.036
H -0.324 -4.193 -2.061
H -1.267 -4.246 0.421
H -0.252 -5.298 1.395
H -0.292 -5.489 -0.342
N -3.259 1.315 -3.383
C -2.563 0.976 -2.266
S -2.569 -0.737 -1.837
N -2.024 2.031 -1.684
N -1.277 1.760 -0.550
C -0.753 2.771 0.024
C 0.087 2.625 1.248
C 0.695 3.729 1.813
C 1.523 3.554 2.910
C 1.708 2.286 3.426
C 1.028 1.235 2.827
N 0.238 1.396 1.776
H -3.620 0.579 -3.961
H -3.113 2.230 -3.775
H -0.893 3.766 -0.398
H 0.565 4.702 1.365
H 2.035 4.405 3.338
H 2.355 2.107 4.272
H 1.111 0.227 3.221
C -2.872 -2.759 3.099
Te -1.807 -0.972 2.623
C -3.680 -0.395 1.756
C -4.707 -1.163 2.550
C -6.030 -0.746 2.622
C -6.956 -1.474 3.353
C -6.563 -2.627 4.018
C -5.245 -3.050 3.945
C -4.314 -2.326 3.211
H -2.493 -3.189 4.024
H -2.730 -3.480 2.292
H -3.665 -0.672 0.701
H -3.804 0.683 1.825
H -6.335 0.157 2.108
H -7.982 -1.136 3.412
H -7.279 -3.189 4.601
H -4.936 -3.947 4.468
C 7.346 3.669 -0.087
C 5.866 3.919 -0.004
C 5.361 5.167 0.342
C 3.985 5.254 0.415
N 3.168 4.240 0.180
C 3.739 3.064 -0.158
S 2.735 1.693 -0.531
N 5.078 2.886 -0.258
H 7.906 4.589 -0.245
H 7.556 2.968 -0.893
H 7.696 3.215 0.842
H 6.000 6.015 0.536
H 3.514 6.200 0.676
F 3.657 0.317 -3.680
C 3.504 0.181 -4.978
C 4.491 -0.319 -5.724
F 5.614 -0.707 -5.145
C 4.412 -0.434 -7.189
C 3.204 0.182 -7.763
C 2.214 0.689 -7.021
F 1.144 1.180 -7.618
C 2.226 0.645 -5.548
C 1.148 0.953 -4.779
C 1.053 0.619 -3.368
N 0.895 0.247 -2.295
C -0.053 1.576 -5.292
N -1.025 2.069 -5.648
F 3.090 0.191 -9.080
C 5.355 -1.055 -7.936
C 6.499 -1.743 -7.374
N 7.397 -2.347 -6.993
C 5.323 -1.149 -9.381
N 5.373 -1.278 -10.520



96
Properties=species:S:1:pos:R:3 method="wB97M-V/def2-TZVPD" total_charge=+2 homo_lumo_gap_ev="7.2 / 7.7" s2=3.840 e_lumo_ev="-5.604 / -5.128" multiplicity=4
Cr -0.221 0.017 -0.930
F 4.298 -5.617 -0.420
C 3.288 -4.812 -0.175
C 2.441 -5.058 0.896
F 2.641 -6.111 1.661
C 1.381 -4.203 1.154
F 0.595 -4.508 2.176
C 1.125 -3.081 0.367
P -0.237 -1.893 0.787
C -1.700 -2.975 0.835
C -1.753 -4.221 0.220
C -2.904 -4.991 0.314
C -4.006 -4.518 1.009
C -3.973 -3.256 1.588
C -2.829 -2.483 1.492
C 0.191 -1.587 2.540
C 1.346 -0.830 2.734
C 1.824 -0.588 4.010
C 1.138 -1.093 5.106
C -0.017 -1.838 4.917
C -0.494 -2.093 3.640
C 1.984 -2.876 -0.709
Br 1.709 -1.413 -1.902
C 3.048 -3.715 -0.985
F 3.837 -3.470 -2.026
H -0.895 -4.606 -0.317
H -2.931 -5.975 -0.138
H -4.887 -5.137 1.114
H -4.837 -2.883 2.121
H -2.794 -1.493 1.936
H 1.887 -0.453 1.877
H 2.729 -0.009 4.144
H 1.509 -0.914 6.106
H -0.544 -2.242 5.772
H -1.383 -2.695 3.508
C -0.786 4.681 2.572
C -0.691 3.348 2.955
C -0.053 2.437 2.131
C 0.515 2.859 0.927
C 0.414 4.192 0.542
C -0.241 5.098 1.366
P 1.388 1.615 -0.067
C 2.979 1.406 0.798
C 3.263 2.063 1.992
C 4.522 1.936 2.564
C 5.491 1.148 1.961
C 5.202 0.474 0.781
C 3.952 0.603 0.200
C 1.884 2.411 -1.613
C 2.911 3.319 -1.703
C 3.200 3.928 -2.936
C 2.474 3.606 -4.052
C 1.432 2.654 -3.994
C 0.688 2.282 -5.138
C -0.315 1.360 -5.039
C -0.603 0.750 -3.799
C 0.089 1.066 -2.647
C 1.123 2.041 -2.750
H -1.276 5.396 3.219
H -1.114 3.024 3.898
H 0.023 1.395 2.425
H 0.846 4.525 -0.392
H -0.312 6.136 1.070
H 2.514 2.679 2.472
H 4.748 2.461 3.483
H 6.475 1.067 2.403
H 5.956 -0.143 0.309
H 3.737 0.098 -0.733
H 3.496 3.573 -0.827
H 4.002 4.651 -2.995
H 2.697 4.077 -5.001
H 0.933 2.733 -6.092
H -0.891 1.091 -5.915
H -1.408 0.026 -3.761
N -0.950 -3.024 -2.984
N -2.326 -3.194 -2.961
C -3.127 -2.288 -2.385
N -4.439 -2.494 -2.494
S -2.616 -0.912 -1.533
H -0.658 -2.633 -3.874
H -0.508 -3.928 -2.872
H -2.742 -3.930 -3.514
H -4.836 -3.283 -2.977
H -5.063 -1.840 -2.055
C -3.859 2.439 0.846
N -3.413 2.685 -0.522
C -4.188 3.595 -1.351
C -2.334 2.099 -0.972
O -1.631 1.323 -0.275
H -4.881 2.784 0.965
H -3.220 2.968 1.554
H -3.806 1.372 1.063
H -4.130 4.612 -0.962
H -5.231 3.283 -1.358
H -3.811 3.582 -2.371
H -2.059 2.335 -2.002



Maximum force across the listed records, respectively: 2.53; 2.33; 1.20 eV/A.